(1)
Below is a molecular structure, C19H14Cl2N6O5PdS, with properties calculated with wB97M-V/def2-TZVPD.

Computed properties:
- Gap between HOMO and LUMO: 7.075 eV

Geometry as ORCA input:
```
! RIJCOSX wB97M-V def2-TZVPD def2/J DEFGRID3
* xyz 0 1
Pd -0.13 0.14 -0.34
Cl -1.13 4.93 -1.58
Cl 1.90 3.70 -5.85
S -1.33 0.03 1.70
O 1.35 -2.55 0.10
O -0.49 2.13 -0.71
O -0.15 -8.91 -2.06
O -2.17 -8.29 -2.50
O -0.57 -1.85 -0.82
N -0.37 -0.46 4.15
N 1.02 0.39 -2.02
N 1.21 -0.45 2.75
N -1.03 -8.08 -2.12
N 1.93 -0.37 1.56
N 0.75 -0.71 4.88
C -1.68 -5.73 -1.76
C 0.58 -6.45 -1.23
C 0.83 1.61 -2.60
C -0.70 -6.71 -1.68
C 3.14 -0.95 4.29
C 1.78 -0.52 -2.59
C 2.23 0.94 -4.44
C -0.13 -0.29 2.85
C 1.43 1.93 -3.83
C 0.41 4.11 -3.64
C 1.71 -0.72 4.01
C -1.36 -4.44 -1.37
C 1.19 3.23 -4.34
C 0.88 -5.15 -0.84
C -0.16 3.77 -2.41
C 0.28 -2.74 -0.50
C 0.02 2.51 -1.84
C -0.08 -4.15 -0.91
C 2.41 -0.26 -3.82
H 3.03 -1.03 -4.26
H 3.25 -1.21 5.34
H 1.30 -7.24 -1.18
H 3.52 -1.77 3.67
H 1.87 -4.91 -0.46
H -1.27 -0.43 4.60
H 2.88 -0.08 1.76
H 2.71 1.16 -5.38
H -2.09 -3.65 -1.42
H 0.24 5.10 -4.04
H 3.73 -0.06 4.08
H -2.67 -5.99 -2.12
H 1.88 -1.26 1.05
H 1.88 -1.46 -2.08
*
```

***

(2)
Below is a molecular structure, C19H14Cl5N4Pd, with properties calculated with wB97M-V/def2-TZVPD.

Computed properties:
- Gap between HOMO and LUMO (spin up / spin down): 8.206 / 5.384 eV
- <S²>: 6.048

Geometry as ORCA input:
```
! RIJCOSX wB97M-V def2-TZVPD def2/J DEFGRID3
* xyz 3 5
Pd -0.86 0.56 -0.60
Cl -2.37 2.64 -5.53
Cl -4.27 0.28 -6.26
Cl -2.83 -2.27 -1.73
Cl -4.47 -2.12 -4.32
Cl -0.81 2.52 -2.86
N -0.44 0.88 1.78
N -2.18 -1.15 1.28
N 1.25 0.75 -0.77
N 3.28 0.18 -1.34
C 0.32 -1.46 4.52
C -2.56 1.32 -4.49
C 0.23 1.96 2.17
C -0.34 -2.60 4.07
C -1.87 1.26 -3.26
C 0.92 2.04 3.39
C -1.27 -1.33 2.25
C -1.13 -2.55 2.94
C -3.40 0.27 -4.82
C 0.97 0.92 4.19
C -2.75 -0.85 -2.68
C 0.28 -0.23 3.79
C 3.28 1.54 -1.15
C -3.50 -0.84 -3.93
C -1.97 0.20 -2.32
C 2.02 1.89 -0.80
C -0.46 -0.19 2.60
C 4.44 -0.63 -1.72
C 2.04 -0.27 -1.11
H -1.70 -3.42 2.63
H -0.27 -3.52 4.63
H 1.75 -1.30 -1.19
H 4.21 -1.21 -2.61
H -2.78 -1.92 1.01
H 5.27 0.03 -1.95
H 0.90 -1.50 5.44
H -2.64 -0.24 1.27
H 0.22 2.81 1.50
H 1.53 0.93 5.12
H 4.73 -1.29 -0.91
H 1.62 2.87 -0.60
H 1.42 2.95 3.66
H 4.17 2.14 -1.28
*
```

***

(3)
Below is a molecular structure, C19H14ClF3N2O5PdS, with properties calculated with wB97M-V/def2-TZVPD.

Computed properties:
- Gap between HOMO and LUMO: 6.925 eV

Geometry as ORCA input:
```
! RIJCOSX wB97M-V def2-TZVPD def2/J DEFGRID3
* xyz 0 1
Pd 1.28 0.04 -0.77
Cl 2.82 4.40 5.16
S -2.42 -2.46 -2.74
F -4.54 -0.53 2.72
F -5.42 -0.50 0.74
F -4.70 -2.36 1.58
O -2.94 -1.40 -1.87
O 2.71 -0.59 1.35
O -2.43 -3.78 -2.16
O 1.26 1.89 0.09
O -2.80 -2.36 -4.13
N -0.57 -0.34 -0.08
N 2.92 -0.09 -2.07
C 1.47 -1.95 -1.62
C -3.09 -0.79 0.90
C 1.71 4.33 2.67
C 0.16 -2.48 -1.78
C 2.78 0.25 2.24
C 2.68 2.30 3.46
C -1.98 -1.30 1.56
C -0.67 -2.00 -2.74
C -0.20 -1.09 -3.71
C -4.46 -1.05 1.48
C -1.63 0.14 -0.73
C 2.38 3.61 3.67
C 1.86 -0.90 -2.53
C 1.66 2.34 1.24
C 1.05 -0.54 -3.62
C -0.73 -1.05 1.04
C 2.35 1.63 2.26
C 1.36 3.71 1.50
C -2.92 -0.07 -0.26
H 2.23 -2.43 -1.03
H 1.46 5.37 2.83
H 3.25 -0.06 3.19
H 3.81 -0.52 -1.83
H 0.84 4.25 0.73
H -3.76 0.31 -0.81
H -0.88 -0.79 -4.50
H 3.20 1.75 4.24
H 0.17 -1.43 1.51
H -1.45 0.69 -1.64
H -0.19 -3.26 -1.12
H 3.04 0.78 -2.58
H 1.37 0.25 -4.30
H -2.08 -1.88 2.47
*
```

***

(4)
Below is a single C19H14F3N7O2 molecule, with properties calculated with wB97M-V/def2-TZVPD.

Computed properties:
- Gap between HOMO and LUMO: 8.455 eV
- SMILES string: Nc1nc(Oc2cccc3[nH]c(=O)c(N)nc23)cc(-c2ccc(C(F)(F)F)cc2N)n1

Geometry as ORCA input:
```
! RIJCOSX wB97M-V def2-TZVPD def2/J DEFGRID3
* xyz 0 1
F -2.92 -2.13 6.88
F -2.04 -3.95 6.02
F -0.68 -2.57 7.03
O -1.32 0.18 -2.11
O 4.45 -0.97 -4.36
N 0.00 1.55 1.42
N 2.58 0.06 -5.07
N 3.33 -1.38 -1.63
N -1.33 1.64 3.92
N 1.46 -0.52 -2.43
N 0.77 3.39 0.40
N -0.20 1.82 -0.88
C -0.59 0.37 1.39
C -1.01 -0.11 0.18
C 3.33 -0.58 -4.10
C -1.80 -2.64 6.24
C -0.87 -0.39 2.63
C -1.02 -2.51 3.81
C -1.26 0.26 3.81
C 0.72 0.09 -3.49
C 1.28 0.39 -4.76
C -1.49 -1.86 4.96
C 2.71 -0.80 -2.71
C -1.36 1.12 -4.25
C 0.51 1.02 -5.77
C -0.65 0.47 -3.26
C -1.62 -0.44 4.93
C -0.81 1.42 -5.52
C -0.80 0.65 -0.94
C -0.77 -1.80 2.62
C 0.23 2.17 0.29
H -1.39 1.96 -6.24
H -1.24 2.02 4.86
H -2.38 1.42 -4.06
H 2.81 -0.10 -6.01
H -1.56 -1.05 0.10
H -0.91 -3.60 3.79
H 0.94 1.22 -6.75
H -0.47 -2.34 1.74
H 0.64 3.79 1.33
H 2.76 -1.53 -0.79
H 4.21 -1.92 -1.77
H 0.55 3.96 -0.42
H -0.80 2.11 3.19
H -2.00 0.08 5.78
*
```

***

(5)
Below is a molecular structure, C19H14FGdN2O2S5, with properties calculated with wB97M-V/def2-TZVPD.

Computed properties:
- Gap between HOMO and LUMO (spin up / spin down): 5.228 / 4.563 eV
- <S²>: 16.039

Geometry as ORCA input:
```
! RIJCOSX wB97M-V def2-TZVPD def2/J DEFGRID3
* xyz -2 8
Gd -0.30 -0.43 0.00
S -0.94 -2.66 -1.49
S 1.41 -1.55 -4.97
S 1.05 0.05 -2.55
S -0.22 -3.79 -4.09
S 0.99 -3.89 -6.88
F -1.30 -1.31 1.61
O 1.67 -1.44 0.26
O -1.83 0.69 -1.31
N 1.12 0.52 2.13
N -1.23 1.76 1.15
C -0.91 1.76 2.56
C 2.66 -3.43 1.02
C 2.17 -2.11 1.23
C -2.94 4.14 -1.03
C -2.27 1.85 -1.62
C 3.22 -4.15 2.04
C -2.69 2.14 -2.95
C -3.35 4.39 -2.32
C 0.77 -3.13 -5.38
C 3.35 -3.62 3.34
C -2.38 2.90 -0.66
C 0.71 -1.39 -3.38
C -3.21 3.37 -3.27
C 1.77 -0.27 2.88
C -0.09 -2.47 -2.96
C 2.88 -2.34 3.56
C -1.94 2.73 0.70
C 2.29 -1.58 2.54
C 0.61 1.73 2.73
H 3.58 -5.16 1.84
H 2.95 -1.90 4.55
H 1.96 0.03 3.92
H -3.52 3.56 -4.30
H -1.32 0.85 3.00
H 2.56 -3.84 0.02
H 1.03 2.60 2.21
H 3.80 -4.19 4.13
H -3.03 4.90 -0.27
H -1.33 2.64 3.08
H 0.87 1.81 3.79
H -2.58 1.36 -3.68
H -3.77 5.35 -2.59
H -2.25 3.52 1.40
*
```

***

(6)
Below is a single C19H14FN3 molecule, with properties calculated with wB97M-V/def2-TZVPD.

Computed properties:
- Gap between HOMO and LUMO: 8.438 eV
- SMILES string: Cc1cccn2nc(-c3ccc(F)cc3)c(-c3ccncc3)c12

Geometry as ORCA input:
```
! RIJCOSX wB97M-V def2-TZVPD def2/J DEFGRID3
* xyz 0 1
F -1.84 -2.55 -5.55
N 3.85 -1.37 -0.26
N -2.26 0.59 0.14
N -1.77 1.23 1.22
C -1.25 -0.01 -0.44
C 2.32 0.49 -0.14
C -1.73 -2.05 -4.26
C 1.27 -0.39 0.14
C 2.84 -2.22 0.06
C -0.40 1.00 1.41
C -0.48 -1.59 -3.85
C -0.04 0.20 0.38
C -2.50 2.09 2.06
C 3.60 -0.03 -0.24
C 1.53 -1.78 0.24
C -0.31 -0.99 -2.61
C 1.73 1.29 2.97
C 0.31 1.59 2.59
C -2.70 -1.16 -2.17
C -0.42 2.44 3.38
C -2.89 -1.81 -3.42
C -1.40 -0.75 -1.73
C -1.84 2.73 3.08
H 0.72 -0.75 -2.34
H 1.90 0.23 2.92
H 0.06 2.87 4.27
H 1.95 1.57 4.01
H 4.40 0.68 -0.41
H -3.86 -2.12 -3.75
H -3.53 -0.92 -1.55
H -3.55 2.21 1.88
H 3.02 -3.30 0.16
H 0.74 -2.51 0.44
H 2.42 1.84 2.34
H 0.40 -1.71 -4.44
H -2.40 3.41 3.69
H 2.11 1.54 -0.23
*
```

***

(7)
Below is a molecular structure, C19H14FeNaO3, with properties calculated with wB97M-V/def2-TZVPD.

Computed properties:
- Gap between HOMO and LUMO: 3.570 eV

Geometry as ORCA input:
```
! RIJCOSX wB97M-V def2-TZVPD def2/J DEFGRID3
* xyz 1 1
Fe 1.52 5.28 3.78
Na -1.16 -0.54 -1.62
O -1.37 5.59 3.69
O 1.36 5.54 0.85
O 1.44 8.19 3.85
C 0.74 -2.95 -0.90
C 1.18 3.73 5.23
C 1.57 7.03 3.90
C 2.99 5.34 5.39
C -1.83 0.07 1.44
C -0.71 -1.75 0.58
C -1.97 -1.28 1.07
C -0.23 5.41 3.81
C 3.74 3.85 3.49
C 1.47 5.43 2.01
C 0.18 -0.61 0.53
C -0.57 0.53 0.99
C 1.45 3.13 3.98
C 1.65 -1.89 -0.87
C -0.42 -2.92 -0.15
C 3.56 5.14 4.10
C 1.37 -0.71 -0.20
C 2.07 4.51 5.99
C 2.75 2.91 3.43
H 4.20 5.95 3.73
H 2.91 2.01 2.82
H 1.84 4.66 7.05
H 3.34 6.22 5.94
H 2.58 -1.98 -1.41
H 2.01 0.16 -0.26
H 0.99 -3.85 -1.48
H -2.87 -1.91 1.10
H -1.11 -3.76 -0.07
H -0.18 1.55 1.05
H 0.62 2.54 3.55
H 0.23 3.47 5.69
H -2.56 0.67 2.00
H 4.68 3.68 2.93
*
```

***

(8)
Below is a single C19H14N4O2 molecule, with properties calculated with wB97M-V/def2-TZVPD.

Computed properties:
- Gap between HOMO and LUMO: 7.647 eV
- SMILES string: O=C1N[C@H]2CCc3nc4ccccc4c(=O)n3C2=Nc2ccccc21

Geometry as ORCA input:
```
! RIJCOSX wB97M-V def2-TZVPD def2/J DEFGRID3
* xyz 0 1
O 3.22 -2.20 -2.09
O -0.90 -0.25 2.39
N 1.46 0.32 0.83
N -0.86 0.41 0.19
N -3.19 0.82 -0.81
N 1.66 -0.87 -2.08
C -4.92 -0.99 2.58
C -2.90 -0.24 1.33
C 4.85 -0.90 -0.30
C -3.69 0.33 0.38
C 5.70 -0.23 0.63
C 2.81 0.06 0.64
C 0.51 0.19 -0.11
C 2.72 -1.41 -1.36
C -5.04 0.38 0.68
C -5.68 -0.36 1.68
C -1.32 1.41 -2.14
C 5.02 0.62 1.55
C 0.88 0.26 -1.65
C -1.52 0.03 1.32
C -3.50 -1.01 2.35
C 3.48 -0.71 -0.38
C 3.67 0.71 1.58
C -0.19 0.57 -2.73
C -1.82 0.87 -0.82
H 1.46 1.21 -1.65
H -0.94 2.42 -2.07
H 0.32 0.99 -3.63
H -2.91 -1.56 3.05
H -0.69 -0.37 -3.05
H 6.83 -0.48 0.54
H -2.26 1.46 -2.86
H 5.37 -1.40 -1.13
H 1.20 -1.62 -2.61
H -5.83 0.77 0.04
H -6.70 -0.28 1.66
H 3.35 1.43 2.36
H -5.36 -1.50 3.43
H 5.71 1.08 2.25
*
```

***

no.,total energy (Ha)
1,-2883.59934
2,-3379.18939
3,-2503.96473
4,-1565.89968
5,-3849.11119
6,-996.53416
7,-2383.78969
8,-1101.84253